1.
{"formula": "C4H13N3O", "method": "the ωB97M-V functional and the def2-TZVPD basis", "species": ["C", "C", "N", "O", "H", "H", "H", "H", "H", "C", "C", "N", "N", "H", "H", "H", "H", "H", "H", "H", "H"], "coordinates": [[2.627, -0.550, -0.165], [2.212, -1.951, -0.207], [1.741, 0.489, -0.543], [3.155, -1.441, -1.154], [3.363, -0.241, 0.573], [2.232, 1.244, -1.009], [0.958, 0.129, -1.103], [2.607, -2.659, 0.516], [1.236, -2.192, -0.620], [-1.470, 0.769, -0.048], [-2.935, 1.021, 0.284], [-0.683, 0.625, 1.239], [-1.200, -0.572, -0.508], [-1.059, 1.577, -0.674], [-1.330, -0.756, -1.497], [0.305, 0.824, 1.056], [-1.021, 1.174, 2.023], [-0.823, -0.701, 0.738], [-3.303, 0.263, 0.978], [-3.085, 1.998, 0.747], [-3.528, 0.950, -0.627]], "forces_ev_per_angstrom": [[-0.076, -0.129, 0.094], [-0.063, 0.074, 0.060], [-0.020, -0.093, -0.140], [0.075, 0.082, -0.045], [-0.017, -0.044, -0.095], [-0.111, -0.119, -0.071], [0.290, 0.214, 0.266], [0.008, 0.024, -0.046], [0.030, 0.052, 0.073], [0.187, -0.293, 0.545], [0.088, 0.228, 0.127], [-0.199, 0.507, -0.281], [0.493, 0.673, 1.504], [-0.074, -0.073, 0.085], [0.025, -0.545, 0.451], [-0.217, 0.010, -0.054], [-0.042, -0.126, -0.034], [-0.405, -0.556, -2.263], [0.123, -0.103, -0.064], [-0.080, 0.137, -0.110], [-0.011, 0.082, -0.002]], "lowdin_charge": [-0.40, -0.12, 0.06, -0.05, 0.14, 0.09, 0.06, 0.11, 0.10, -0.56, -0.08, 0.02, -0.09, 0.12, 0.04, 0.06, 0.10, 0.18, 0.07, 0.07, 0.07], "gap_ev": 8.94, "homo_ev": -7.95, "total_charge": 0}

=====

2.
{"formula": "C19H27ClN2Re", "method": "the ωB97M-V functional and the def2-TZVPD basis", "species": ["C", "C", "C", "C", "Cl", "H", "H", "H", "H", "H", "H", "H", "H", "H", "C", "C", "C", "H", "C", "C", "H", "H", "H", "H", "C", "C", "C", "H", "C", "C", "H", "H", "H", "H", "Re", "C", "C", "C", "C", "N", "N", "C", "H", "H", "H", "H", "H", "H", "H", "H"], "coordinates": [[0.097, 0.245, -5.999], [1.474, 0.795, -6.306], [-0.129, -1.108, -6.638], [-0.998, 1.230, -6.352], [0.019, -0.010, -4.152], [-0.092, -1.005, -7.724], [-1.102, -1.513, -6.368], [0.635, -1.819, -6.336], [1.565, 0.960, -7.381], [2.252, 0.099, -6.002], [1.642, 1.742, -5.801], [-0.989, 1.409, -7.428], [-0.850, 2.181, -5.846], [-1.977, 0.843, -6.079], [1.566, -1.879, 2.059], [0.920, -2.784, 1.182], [1.219, -2.407, -0.152], [0.309, -3.620, 1.478], [2.061, -1.274, -0.100], [2.272, -0.948, 1.265], [2.881, -0.143, 1.642], [1.553, -1.915, 3.135], [0.889, -2.911, -1.045], [2.480, -0.762, -0.949], [-2.292, 0.547, 1.494], [-2.210, -0.652, 2.240], [-2.306, -1.729, 1.325], [-2.127, -0.731, 3.310], [-2.436, -1.195, 0.016], [-2.433, 0.213, 0.124], [-2.524, 0.913, -0.688], [-2.268, 1.544, 1.899], [-2.284, -2.775, 1.580], [-2.545, -1.763, -0.893], [-0.168, -0.595, 0.825], [2.536, 1.446, 5.529], [1.356, 1.257, 4.620], [0.149, 1.744, 4.831], [-0.643, 1.276, 3.799], [0.151, 0.516, 2.858], [1.346, 0.541, 3.498], [-2.102, 1.681, 4.156], [2.767, 2.528, 5.621], [2.299, 1.038, 6.534], [3.433, 0.922, 5.137], [-0.145, 2.333, 5.694], [2.249, 0.113, 3.358], [-2.289, 1.391, 5.215], [-2.199, 2.787, 4.099], [-3.014, 1.241, 3.721]], "forces_ev_per_angstrom": [[0.009, 0.014, -0.147], [0.073, 0.025, 0.076], [-0.019, -0.086, 0.058], [-0.065, 0.045, 0.084], [-0.002, -0.019, 0.063], [0.010, 0.049, 0.001], [-0.093, -0.007, 0.004], [0.086, -0.038, 0.006], [-0.049, -0.019, -0.008], [0.051, -0.082, 0.000], [-0.013, 0.090, 0.022], [0.040, -0.034, -0.011], [0.043, 0.079, 0.022], [-0.075, -0.057, -0.004], [-0.163, 0.145, -0.312], [-0.772, 0.406, 0.089], [-0.718, 0.542, -0.069], [0.009, -0.109, 0.023], [-0.579, 0.774, -0.089], [-0.225, 0.395, 0.009], [0.180, -0.009, -0.379], [-0.125, -0.140, 0.006], [-0.035, -0.032, -0.098], [0.074, 0.061, -0.114], [0.287, 0.251, -0.256], [0.049, 0.065, -0.356], [0.945, -0.104, -0.034], [0.018, -0.154, -0.097], [0.963, -0.061, -0.282], [1.015, 0.219, -0.091], [-0.070, 0.077, -0.144], [-0.052, -0.062, -0.324], [-0.078, -0.082, 0.015], [-0.013, -0.052, -0.089], [-1.244, -3.307, 0.874], [0.522, -0.357, -0.242], [2.810, -0.304, 0.738], [-1.974, 0.700, 0.127], [-0.366, -0.122, 0.021], [-1.552, 1.528, 2.416], [1.762, 0.798, 1.444], [-1.151, -0.291, 0.038], [-0.125, -0.685, -0.025], [0.186, 0.303, -0.618], [-0.392, 0.346, 0.332], [-0.124, -0.160, -0.368], [-0.634, -0.429, -1.266], [0.673, 0.387, -0.538], [0.135, -0.719, -0.052], [0.767, 0.219, -0.455]], "lowdin_charge": [-0.90, -0.12, -0.12, -0.12, 0.49, 0.10, 0.08, 0.08, 0.10, 0.08, 0.08, 0.10, 0.08, 0.08, -0.14, -0.11, -0.11, 0.13, -0.10, -0.15, 0.12, 0.13, 0.14, 0.13, -0.16, -0.14, -0.10, 0.12, -0.11, -0.09, 0.13, 0.10, 0.13, 0.14, 1.61, 0.02, -0.29, -0.01, -0.20, -0.05, -0.01, -0.05, 0.11, 0.11, 0.09, 0.16, 0.13, 0.11, 0.12, 0.07], "gap_ev": [6.57, 6.16], "multiplicity": 4, "homo_ev": [-14.80, -14.80], "total_charge": 2, "s_squared": 3.7984}

=====

Number 1: maximum force 2.37 eV/Å. Number 2: maximum force 3.64 eV/Å.